P:
{"formula": "C5H13NO", "method": "ωB97M-V with the def2-TZVPD basis set", "elements": ["C", "O", "C", "C", "C", "C", "N", "H", "H", "H", "H", "H", "H", "H", "H", "H", "H", "H", "H", "H"], "coordinates": [[-1.546, -0.086, -0.388], [-2.665, -0.535, 0.386], [-0.333, -0.543, 0.387], [1.004, 0.253, 0.273], [1.501, 0.118, -1.183], [0.872, 1.732, 0.696], [-0.215, -1.974, 0.132], [-1.503, 1.016, -0.441], [-1.621, -0.539, -1.363], [-3.465, -0.134, 0.025], [-0.496, -0.503, 1.530], [1.718, -0.263, 0.918], [1.236, -0.914, -1.463], [2.586, 0.125, -1.392], [1.012, 0.838, -1.831], [-0.007, 1.839, 1.336], [0.747, 2.543, -0.003], [1.691, 1.846, 1.405], [-1.087, -2.488, 0.289], [0.569, -2.330, 0.687]], "mulliken_charge": [-0.771, -0.520, -0.001, 0.384, -1.329, -1.432, -0.207, 0.403, 0.416, 0.330, 0.348, 0.442, 0.389, 0.366, 0.333, 0.435, 0.384, 0.343, 0.351, 0.336], "charge": 1, "spin_multiplicity": 2, "gap_ha": [0.442, 0.242]}

Q:
{"formula": "C5H13NO", "method": "ωB97M-V with the def2-TZVPD basis set", "elements": ["C", "C", "C", "C", "C", "O", "N", "H", "H", "H", "H", "H", "H", "H", "H", "H", "H", "H", "H", "H"], "coordinates": [[-2.070, 0.526, 0.941], [-1.067, 0.024, -0.228], [0.153, -0.656, 0.422], [1.482, 0.040, 0.524], [2.174, 0.024, -0.811], [3.215, 1.109, -0.885], [-1.894, -0.834, -1.007], [-1.535, 1.306, 1.480], [-3.068, 0.715, 0.495], [-1.986, -0.321, 1.578], [-0.638, 0.821, -0.860], [0.373, -1.705, 0.122], [-0.315, -0.951, 1.404], [1.225, 1.071, 0.920], [2.055, -0.396, 1.428], [1.441, 0.118, -1.663], [2.787, -0.985, -0.901], [2.766, 1.935, -0.622], [-2.674, -1.308, -0.388], [-2.426, -0.534, -1.948]], "mulliken_charge": [-1.432, 0.158, -0.878, -0.562, -0.318, -0.484, -0.230, 0.353, 0.409, 0.551, 0.449, 0.373, 0.443, 0.307, 0.271, 0.239, 0.278, 0.313, 0.398, 0.363], "charge": 1, "spin_multiplicity": 2, "gap_ha": [0.365, 0.191]}

R:
{"formula": "C5H13NO", "method": "ωB97M-V with the def2-TZVPD basis set", "elements": ["C", "C", "C", "N", "C", "C", "H", "H", "H", "H", "H", "H", "H", "H", "H", "H", "H", "H", "H", "O"], "coordinates": [[-1.687, -0.554, 2.815], [-0.935, -0.817, 1.576], [-1.352, -0.257, 0.397], [-0.886, -0.529, -0.840], [-0.885, 0.414, -1.916], [0.475, 1.099, -2.110], [-2.255, 0.374, 2.692], [-2.395, -1.362, 2.963], [-1.026, -0.339, 3.681], [-0.132, -1.559, 1.514], [-2.285, 0.322, 0.286], [-0.139, -1.220, -0.834], [-1.542, 1.246, -1.685], [-1.354, 0.050, -2.821], [0.923, 1.639, -1.305], [0.281, 1.801, -2.957], [1.179, 0.342, -2.486], [4.666, 0.699, -0.405], [4.108, 0.712, 1.010], [4.039, 0.242, 0.156]], "mulliken_charge": [-1.071, -0.159, 0.198, -0.031, -0.516, -1.064, 0.332, 0.320, 0.356, 0.332, 0.316, 0.286, 0.309, 0.361, 0.357, 0.321, 0.350, 0.324, 0.326, -0.648], "charge": 1, "spin_multiplicity": 2, "gap_ha": [0.406, 0.273]}

Which of them is most stable, and which least? Most stable: R; least stable: Q.

P:
{"formula": "CH3NO3S", "method": "ωB97M-V with the def2-TZVPD basis set", "elements": ["C", "N", "O", "O", "O", "S", "H", "H", "H"], "coordinates": [[0.440, 0.438, -0.263], [-1.019, -0.225, 1.011], [-2.098, -0.694, 0.384], [2.935, 0.629, 0.817], [2.529, -1.144, -0.813], [1.985, -0.487, 0.395], [0.134, 0.128, -1.335], [0.398, 1.508, -0.174], [-0.187, -0.933, 1.070]], "mulliken_charge": [-0.615, -0.238, -0.705, -0.672, -0.636, 0.297, 0.147, 0.237, 0.186], "charge": -2, "gap_ha": [0.183, 0.183]}

Q:
{"formula": "CH3NO3S", "method": "ωB97M-V with the def2-TZVPD basis set", "elements": ["C", "N", "O", "O", "O", "S", "H", "H", "H"], "coordinates": [[-0.146, 0.299, 0.241], [1.161, -0.461, 0.908], [2.153, -0.527, -0.016], [-2.634, -0.599, 0.389], [-2.082, 1.660, 1.155], [-1.755, 0.213, 1.187], [-0.023, 1.311, 0.189], [-0.298, -0.336, -0.670], [1.404, 0.145, 1.671]], "mulliken_charge": [-0.498, -0.266, -0.821, -0.566, -0.638, 0.197, 0.190, 0.298, 0.104], "charge": -2, "gap_ha": 0.158}

Which of them is most stable, and which least? Most stable: Q; least stable: P.

P:
{"formula": "C2H7NO2Si", "method": "ωB97M-V with the def2-TZVPD basis set", "elements": ["C", "Si", "O", "H", "H", "H", "H", "C", "N", "O", "H", "H", "H"], "coordinates": [[-1.798, -0.229, -1.638], [-0.971, 0.055, 0.080], [0.541, -0.024, 0.394], [-2.553, -0.984, -1.565], [-1.973, 0.777, -2.144], [-0.806, -0.634, -2.022], [-1.796, 0.234, 1.272], [2.054, -1.876, 1.255], [1.399, -1.672, -0.037], [0.435, -2.445, -0.296], [2.401, -0.933, 1.634], [1.423, -2.423, 2.060], [2.926, -2.392, 1.211]], "mulliken_charge": [-0.899, 0.519, -0.365, 0.303, 0.327, 0.284, -0.079, -0.706, 0.184, -0.497, 0.278, 0.262, 0.390], "charge": 0, "gap_ha": [0.274, 0.274]}

Q:
{"formula": "C2H7NO2Si", "method": "ωB97M-V with the def2-TZVPD basis set", "elements": ["C", "C", "Si", "N", "O", "O", "H", "H", "H", "H", "H", "H", "H"], "coordinates": [[0.423, 1.272, 0.119], [-0.294, 0.010, -0.327], [1.032, -1.382, -0.198], [-1.639, 0.040, 0.342], [-1.743, 0.603, 1.390], [-2.511, -0.508, -0.301], [0.739, 1.168, 1.120], [-0.400, 2.070, 0.095], [1.279, 1.434, -0.539], [-0.527, 0.107, -1.363], [1.103, -2.132, -1.393], [2.184, -0.547, 0.092], [0.356, -2.136, 0.965]], "mulliken_charge": [-1.446, -0.056, 0.365, 0.938, -0.550, -0.590, 0.379, 0.355, 0.469, 0.373, -0.096, -0.082, -0.059], "charge": 0, "gap_ha": 0.417}

Which of them is most stable, and which least? Most stable: Q; least stable: P.

P:
{"formula": "C4H4O3", "method": "ωB97M-V with the def2-TZVPD basis set", "elements": ["O", "C", "C", "O", "H", "H", "C", "C", "O", "H", "H"], "coordinates": [[2.723, 0.331, -0.976], [1.921, 0.317, -0.072], [1.370, -0.935, 0.446], [0.223, -1.276, 0.411], [1.601, 1.222, 0.471], [2.048, -1.384, 1.050], [-1.937, 1.252, 0.820], [-2.143, 0.478, -0.068], [-2.348, -0.453, -0.954], [-2.099, 1.845, 1.657], [-1.632, -1.231, -0.772]], "mulliken_charge": [-0.411, 0.052, 0.032, -0.426, 0.307, 0.394, -0.550, 0.334, -0.541, 0.375, 0.434], "charge": 0, "gap_ha": 0.329}

Q:
{"formula": "C4H4O3", "method": "ωB97M-V with the def2-TZVPD basis set", "elements": ["C", "C", "O", "C", "O", "C", "O", "H", "H", "H", "H"], "coordinates": [[-1.914, 0.057, 0.143], [-0.543, -0.337, -0.317], [-0.300, -1.164, -1.171], [0.651, 0.353, 0.359], [0.521, 1.207, 1.218], [1.915, -0.383, 0.144], [2.806, 0.167, -0.620], [-1.975, -0.034, 1.233], [-2.669, -0.568, -0.339], [-2.082, 1.112, -0.097], [3.597, -0.403, -0.606]], "mulliken_charge": [-1.030, 0.695, -0.532, 0.801, -0.566, -0.443, -0.287, 0.297, 0.323, 0.290, 0.451], "charge": 0, "gap_ha": 0.315}

Which of them is most stable, and which least? Most stable: Q; least stable: P.

P:
{"formula": "C4H6OS3", "method": "ωB97M-V with the def2-TZVPD basis set", "elements": ["O", "C", "C", "S", "C", "C", "S", "S", "H", "H", "H", "H", "H", "H"], "coordinates": [[-2.600, 1.432, 1.330], [-1.894, 1.829, 0.293], [-0.661, 1.207, -0.179], [0.850, 2.108, 0.284], [-0.815, -0.283, 0.232], [0.255, -1.192, -0.257], [1.037, -1.092, -1.752], [0.712, -2.378, 0.837], [-1.965, 2.783, -0.564], [-0.824, 1.342, -1.283], [1.760, 0.844, -0.204], [-1.830, -0.542, -0.506], [-0.957, -0.371, 1.437], [1.716, -3.088, 0.045]], "mulliken_charge": [-0.486, 0.006, -0.109, -0.214, -0.520, 0.240, -0.152, -0.235, 0.212, 0.375, 0.181, 0.268, 0.250, 0.183], "charge": 0, "gap_ha": 0.302}

Q:
{"formula": "C4H6OS3", "method": "ωB97M-V with the def2-TZVPD basis set", "elements": ["C", "C", "S", "S", "C", "O", "C", "S", "H", "H", "H", "H", "H", "H"], "coordinates": [[-1.027, -2.108, 1.985], [-0.190, -1.269, 0.750], [1.047, -2.065, 0.011], [-0.927, 0.224, 0.219], [0.047, 0.572, -1.189], [1.130, 1.160, -0.689], [1.098, 2.655, -1.362], [2.499, 3.461, -1.014], [-0.991, -1.498, 3.024], [-0.353, -2.929, 2.116], [-2.133, -2.318, 1.589], [0.543, -0.354, -1.706], [-0.834, 1.205, -1.798], [0.092, 3.265, -1.937]], "mulliken_charge": [-0.905, 0.311, -0.296, -0.079, -0.341, -0.162, -0.039, -0.146, 0.263, 0.337, 0.270, 0.316, 0.231, 0.238], "charge": 0, "gap_ha": 0.286}

R:
{"formula": "C4H6OS3", "method": "ωB97M-V with the def2-TZVPD basis set", "elements": ["C", "C", "O", "C", "S", "C", "S", "S", "H", "H", "H", "H", "H", "H"], "coordinates": [[-3.537, -0.837, 0.506], [-2.591, 0.221, -0.059], [-1.271, -0.328, -0.003], [-0.157, 0.452, -0.107], [-0.113, 2.057, -0.355], [1.120, -0.445, -0.032], [1.076, -2.022, -0.380], [2.533, 0.354, 0.494], [-4.580, -0.438, 0.414], [-3.401, -1.788, -0.034], [-3.284, -0.943, 1.592], [-2.846, 0.496, -1.108], [-2.666, 1.137, 0.573], [2.010, 1.579, 0.589]], "mulliken_charge": [-1.102, -0.352, -0.173, 0.186, -0.306, 0.341, -0.222, -0.146, 0.354, 0.302, 0.283, 0.338, 0.354, 0.142], "charge": 0, "gap_ha": 0.275}

Which of them is most stable, and which least? Most stable: R; least stable: Q.

P:
{"formula": "C2H8NOS", "method": "ωB97M-V with the def2-TZVPD basis set", "elements": ["C", "C", "S", "N", "H", "H", "H", "H", "H", "H", "H", "H", "O"], "coordinates": [[1.257, -0.938, -1.459], [0.333, 0.205, -1.028], [-0.944, -0.266, 0.169], [2.288, -1.215, -0.452], [0.631, -1.827, -1.579], [1.659, -0.720, -2.438], [0.958, 0.998, -0.600], [-0.126, 0.633, -1.924], [3.190, -1.427, -0.863], [2.431, -0.394, 0.106], [-1.344, 1.970, 1.665], [-2.327, 1.148, 2.279], [-2.003, 2.006, 2.373]], "mulliken_charge": [-0.421, -0.686, -0.697, -0.509, 0.221, 0.248, 0.236, 0.225, 0.187, 0.218, 0.302, 0.311, -0.633], "charge": -1, "gap_ha": 0.248}

Q:
{"formula": "C2H8NOS", "method": "ωB97M-V with the def2-TZVPD basis set", "elements": ["C", "S", "H", "H", "H", "N", "C", "O", "H", "H", "H", "H", "H"], "coordinates": [[1.473, -2.061, 0.137], [-0.229, -1.616, 0.285], [2.073, -1.889, 1.051], [1.469, -3.105, -0.215], [2.027, -1.540, -0.657], [-0.482, 1.647, 0.977], [-0.925, 1.953, -0.381], [0.168, 1.756, -1.294], [-1.311, 1.534, 1.559], [-0.222, 0.572, 0.815], [-1.812, 1.491, -0.815], [-1.051, 3.053, -0.532], [0.806, 1.140, -0.916]], "mulliken_charge": [-0.746, -0.608, 0.196, 0.212, 0.193, -0.717, -0.054, -0.525, 0.254, 0.032, 0.203, 0.241, 0.319], "charge": -1, "gap_ha": 0.248}

Which of them is most stable, and which least? Most stable: P; least stable: Q.